[1]
C18H24IrN3P2S2 | wB97M-V/def2-TZVPD

```
50
Properties=species:S:1:pos:R:3:forces:R:3
Ir -0.458 0.527 -0.745 0.009 -0.031 0.092
C 3.839 2.915 -2.710 -0.008 -0.003 -0.076
S 2.440 3.925 -2.215 0.024 -0.027 0.041
C 1.277 2.807 -1.702 -0.006 -0.102 0.083
S 1.477 1.035 -1.773 -0.020 0.102 -0.036
N 0.157 3.372 -1.260 -0.078 0.122 -0.131
N -0.718 2.545 -0.788 0.133 -0.083 0.091
C -2.026 3.008 -0.578 -0.074 0.064 -0.038
C -2.992 2.021 -0.480 -0.021 -0.018 -0.026
C -4.362 2.315 -0.298 0.019 -0.001 -0.006
C -5.282 1.296 -0.256 0.003 -0.026 0.000
C -4.845 -0.021 -0.403 -0.010 0.025 0.001
C -3.492 -0.265 -0.573 0.007 -0.028 -0.006
N -2.570 0.698 -0.597 0.051 0.024 -0.032
H 4.640 3.622 -2.918 -0.003 -0.003 -0.014
H 3.597 2.361 -3.615 0.013 -0.013 0.008
H 4.144 2.244 -1.911 -0.011 0.016 0.025
H -2.224 4.070 -0.579 0.007 0.004 0.053
H -4.664 3.349 -0.204 0.001 0.003 0.000
H -6.333 1.514 -0.123 -0.003 -0.001 -0.001
H -5.535 -0.851 -0.393 -0.004 -0.001 0.000
H -3.132 -1.274 -0.699 0.000 0.012 0.005
C -0.752 0.010 2.821 -0.007 0.022 -0.004
P 0.473 0.335 1.523 -0.006 -0.054 -0.022
C 1.475 1.716 2.126 0.003 -0.001 -0.036
C 1.543 -1.122 1.435 -0.012 0.002 -0.021
C 2.537 -1.347 2.382 -0.001 -0.012 0.015
C 3.339 -2.475 2.296 -0.005 0.012 0.008
C 3.149 -3.386 1.267 -0.009 -0.001 -0.012
C 2.157 -3.173 0.322 -0.005 -0.010 0.010
C 1.352 -2.040 0.393 -0.019 0.031 0.021
P 0.025 -1.753 -0.817 -0.005 -0.030 0.023
C 0.635 -2.344 -2.415 0.021 0.020 0.006
C -1.249 -2.968 -0.368 -0.003 0.011 -0.025
H -0.251 -0.237 3.758 0.005 0.006 0.000
H -1.390 -0.825 2.531 0.002 0.000 0.001
H -1.372 0.895 2.968 -0.004 -0.003 0.002
H 1.726 1.590 3.179 0.012 -0.011 -0.005
H 0.914 2.644 2.011 -0.011 -0.003 0.017
H 2.393 1.781 1.542 -0.011 0.007 -0.014
H 2.695 -0.645 3.192 0.004 0.000 0.002
H 4.113 -2.642 3.033 0.003 -0.002 0.000
H 3.776 -4.265 1.198 0.001 -0.003 0.001
H 2.023 -3.894 -0.474 0.005 -0.005 0.000
H 1.566 -1.840 -2.670 -0.003 -0.001 -0.007
H -0.108 -2.114 -3.179 -0.001 -0.007 -0.002
H 0.800 -3.421 -2.402 0.005 0.003 0.008
H -0.768 -3.929 -0.179 0.000 -0.006 -0.022
H -1.958 -3.095 -1.187 -0.007 0.010 0.005
H -1.780 -2.667 0.535 0.020 -0.010 0.016
```
Positions in Å, forces in eV/Å.

Values from the calculation:
Spin multiplicity: 5
LUMO (alpha / beta) in eV: -5.31 / -9.09
Highest occupied orbital energy (alpha / beta) in Ha: -0.456 / -0.560
Net charge: +2
⟨S²⟩: 6.043
ΔE to the lowest compared entry with this formula, charge and spin in eV: 0.0000
Frontier orbital gap (alpha / beta) in eV: 7.10 / 6.16

***

[2]
C31H55Cl2N3O14P4S | wB97M-V/def2-TZVPD

```
110
Properties=species:S:1:pos:R:3:forces:R:3
C 3.449 -2.274 3.205 -0.559 0.178 -0.034
C 2.602 -1.481 2.888 0.568 -0.137 -0.052
C 1.636 -0.511 2.467 -0.360 -0.268 0.341
C 0.270 -0.680 2.873 0.716 0.382 -0.285
C -0.073 -1.817 3.747 -0.315 0.104 -0.158
Cl 0.337 -1.633 5.429 -0.003 0.146 -0.099
C -0.670 -2.938 3.360 0.214 0.055 0.421
C -0.992 -4.053 4.303 -0.080 -0.348 -0.088
Cl -1.055 -3.141 1.683 0.090 -0.118 0.127
C -0.646 0.245 2.456 -0.576 -0.262 0.467
O -1.948 0.116 2.836 0.225 -0.265 -0.496
C -2.789 -0.283 1.716 -0.454 0.106 0.283
C -3.932 -1.194 2.173 -0.391 0.248 -0.860
C -5.276 -0.437 2.089 0.865 -0.322 0.639
C -5.346 0.583 3.234 -0.139 -0.343 -0.599
C -0.256 1.351 1.651 -0.257 -0.030 0.056
N -1.202 2.257 1.298 0.170 0.151 -0.018
C -0.786 3.264 0.582 0.023 0.036 0.418
P -2.118 4.446 0.162 -0.718 -0.289 -1.033
S -2.387 4.743 -1.742 0.149 0.169 -0.093
C 0.581 3.404 0.161 0.065 0.974 -0.816
C 1.006 4.589 -0.668 0.370 0.246 0.156
C 0.972 5.948 0.086 0.753 -0.811 -0.213
C 1.553 5.799 1.499 -0.379 0.658 0.675
N 0.568 5.561 2.577 0.213 -0.492 -0.312
N 1.514 2.549 0.478 -1.059 -0.211 0.426
C 1.076 1.517 1.257 0.728 -0.632 0.146
C 2.021 0.551 1.691 0.395 -0.005 -0.054
O 3.333 0.650 1.336 -0.080 0.002 0.252
C 4.017 1.749 1.944 0.588 0.810 -0.432
C 5.524 1.496 2.004 -0.275 0.357 -0.085
H 4.129 -3.028 3.517 0.111 0.038 -0.006
H -1.268 -4.965 3.779 -0.044 0.063 -0.102
H -1.807 -3.781 4.976 -0.055 0.073 -0.063
H -0.130 -4.275 4.931 0.051 0.029 -0.021
H -3.211 0.622 1.277 0.067 0.057 -0.017
H -2.186 -0.770 0.951 0.189 -0.004 0.123
H -3.763 -1.610 3.167 0.146 0.112 0.056
H -3.985 -2.033 1.474 0.117 -0.089 0.077
H -5.308 0.070 1.126 -0.320 -0.041 -0.048
H -6.075 -1.178 2.127 -0.191 0.179 0.091
H -4.693 1.425 3.000 -0.075 0.117 0.115
H -4.975 0.126 4.152 -0.204 0.080 0.157
H -6.371 0.930 3.354 0.071 0.205 0.189
H -1.962 5.622 0.916 0.134 -0.188 0.169
H -3.267 3.846 0.700 0.336 -0.059 0.466
H 0.472 4.618 -1.618 -0.237 0.104 0.101
H 2.058 4.439 -0.910 -0.026 -0.275 0.000
H -0.011 6.417 0.064 -0.002 0.101 0.162
H 1.666 6.582 -0.468 -0.281 0.243 -0.101
H 2.090 6.706 1.784 0.015 0.080 -0.244
H 2.290 4.997 1.552 0.021 -0.027 -0.238
H 0.553 4.573 2.800 -0.139 0.014 0.156
H -0.366 5.802 2.275 -0.026 0.153 0.083
H 3.865 2.642 1.334 -0.242 -0.105 -0.115
H 3.619 2.011 2.928 -0.150 -0.464 0.080
H 6.012 2.386 1.605 0.226 -0.029 0.168
H 5.828 0.673 1.361 -0.135 -0.175 0.132
H 5.852 1.346 3.030 0.164 -0.248 -0.072
C -4.002 0.050 -3.284 0.083 -0.258 0.138
O -4.943 0.005 -2.182 0.569 2.204 -2.360
P -6.182 1.104 -2.089 -3.638 -2.636 4.727
O -6.161 1.392 -0.635 0.634 0.451 -0.382
O -7.325 0.030 -2.478 0.161 0.249 -0.541
C -7.220 -0.711 -3.694 0.045 -0.129 0.185
O -7.075 2.337 -2.675 2.322 -0.008 -1.713
C -6.659 3.673 -2.330 -0.033 0.262 0.001
H -2.993 0.068 -2.875 -0.026 0.027 0.033
H -4.122 -0.843 -3.897 -0.029 0.013 0.012
H -4.138 0.932 -3.910 0.031 0.003 -0.010
H -6.765 -1.682 -3.493 0.047 0.021 -0.031
H -6.629 -0.186 -4.448 -0.058 -0.014 -0.054
H -8.223 -0.865 -4.085 -0.023 0.060 0.026
H -5.578 3.788 -2.396 0.001 0.063 0.061
H -6.993 3.904 -1.321 0.064 -0.126 0.046
H -7.132 4.355 -3.032 -0.016 -0.110 -0.071
C 0.290 -6.690 -2.275 0.039 0.214 -0.188
O -1.052 -6.402 -2.736 1.105 -2.392 1.514
P -2.329 -7.271 -2.165 -4.522 3.299 -1.201
O -3.164 -7.495 -3.356 0.641 -0.550 -0.015
O -2.907 -6.080 -1.239 0.293 -0.236 0.188
C -2.043 -5.413 -0.320 -0.154 -0.007 -0.243
O -2.773 -8.405 -1.090 2.652 -0.280 -0.223
C -2.750 -9.776 -1.533 -0.100 -0.222 0.056
H 0.929 -6.838 -3.143 -0.043 -0.008 -0.020
H 0.662 -5.843 -1.698 -0.035 -0.010 0.008
H 0.333 -7.586 -1.655 0.013 0.004 0.014
H -1.658 -4.500 -0.780 0.062 -0.032 0.002
H -1.204 -6.044 -0.015 -0.008 0.053 0.105
H -2.618 -5.148 0.562 -0.075 -0.072 -0.019
H -1.861 -9.993 -2.121 -0.026 -0.054 -0.042
H -3.641 -9.979 -2.123 0.040 0.103 -0.090
H -2.753 -10.407 -0.647 0.034 0.104 0.054
C 8.997 0.297 -3.596 0.207 0.033 -0.183
O 9.201 1.730 -3.578 -2.324 -1.680 1.022
P 8.248 2.693 -2.645 3.078 4.967 0.501
O 7.986 3.867 -3.494 -0.563 -0.663 -0.277
O 9.391 3.014 -1.548 -0.202 -0.416 0.098
C 10.113 1.946 -0.939 0.082 0.130 -0.121
O 7.079 2.686 -1.517 -0.165 -2.377 -1.105
C 5.721 2.722 -2.002 -0.246 -0.024 0.120
H 8.899 -0.026 -4.630 -0.008 0.047 -0.005
H 9.861 -0.195 -3.149 -0.011 0.032 0.016
H 8.099 -0.001 -3.052 0.004 -0.015 0.010
H 11.054 1.790 -1.469 -0.024 -0.058 -0.017
H 9.544 1.013 -0.935 0.019 -0.006 0.087
H 10.329 2.224 0.090 -0.051 0.034 0.007
H 5.599 2.061 -2.858 -0.145 0.049 -0.035
H 5.453 3.740 -2.279 0.171 0.013 -0.105
H 5.068 2.389 -1.198 0.121 -0.084 0.041
```
Positions in Å, forces in eV/Å.

Values from the calculation:
Structure (SMILES): C#Cc1c(/C(Cl)=C(/C)Cl)c(OCCCC)c2nc([PH2]=S)c(CCCN)nc2c1OCC.COP(=O)(OC)OC.COP(=O)(OC)OC.COP(=O)(OC)OC
LUMO in eV: -1.02
Highest occupied orbital energy in Ha: -0.325
Net charge: 0
Frontier orbital gap in eV: 7.83

***

[3]
C7H16O2P | wB97M-V/def2-TZVPD

```
26
Properties=species:S:1:pos:R:3:forces:R:3
C -2.968 -0.382 0.244 -1.495 -4.233 1.855
C -1.046 -1.866 1.109 -2.259 -0.639 -1.628
C 1.006 0.412 -1.751 -0.455 0.531 1.508
C 1.315 2.315 -0.053 3.643 0.528 0.280
C 2.021 -0.046 0.423 -0.374 1.628 2.414
C -1.466 -0.770 0.171 -1.413 0.879 -0.711
C 1.072 0.870 -0.261 -0.138 -0.189 -2.295
O -0.587 1.033 1.935 0.425 0.220 2.336
O -1.571 2.113 -0.280 2.553 -3.912 1.473
P -0.732 0.913 0.499 -2.378 2.165 -2.780
H -3.270 0.166 -0.574 -0.490 1.307 -1.798
H -3.709 -1.418 0.219 2.138 2.649 0.232
H -3.216 0.179 1.168 0.190 -0.476 -0.443
H -0.037 -1.914 1.202 3.095 0.066 0.690
H -1.252 -2.752 0.461 -0.284 0.010 0.971
H -1.534 -1.899 2.063 -0.287 0.067 0.351
H 0.505 -0.599 -1.640 1.039 0.850 -1.238
H 0.373 1.153 -2.218 -0.450 -0.185 -0.793
H 2.033 0.493 -2.217 -1.101 -0.670 0.596
H 1.557 2.647 0.936 -0.221 -0.410 1.068
H 0.630 2.985 -0.400 -2.299 1.340 -1.158
H 2.234 2.613 -0.561 0.397 -0.334 -0.419
H 3.064 0.183 0.159 -0.371 -0.189 -0.211
H 1.879 0.211 1.488 0.573 -0.454 0.046
H 1.743 -1.057 0.304 0.135 -1.247 -0.419
H -1.209 -1.150 -0.833 -0.175 0.697 0.074
```
Positions in Å, forces in eV/Å.

Values from the calculation:
Spin multiplicity: 3
LUMO (alpha / beta) in eV: 3.64 / -0.49
Highest occupied orbital energy (alpha / beta) in Ha: 0.035 / -0.234
Net charge: -1
⟨S²⟩: 2.013
Frontier orbital gap (alpha / beta) in eV: 2.68 / 5.88

***

[4]
C3H6ClNO | wB97M-V/def2-TZVPD

```
12
Properties=species:S:1:pos:R:3:forces:R:3
C 0.011 0.961 -0.540 -2.501 4.975 2.302
C -0.224 -1.543 -0.355 -1.471 3.343 -3.085
C 0.228 -0.283 0.260 -0.571 0.165 0.409
N 0.674 -0.181 1.417 0.157 -1.989 3.107
O 0.148 2.458 0.425 0.838 -2.639 -3.018
Cl 1.026 1.319 -1.832 1.050 -0.145 -0.833
H -1.053 1.241 -0.874 1.503 -1.328 0.663
H 0.605 -1.834 -0.935 0.772 -1.139 -0.920
H -1.052 -1.185 -1.054 0.906 -1.103 0.485
H -0.614 -2.222 0.298 -0.634 -1.919 1.809
H 0.596 -1.163 1.954 0.497 2.576 -1.643
H -0.345 2.431 1.235 -0.545 -0.798 0.723
```
Positions in Å, forces in eV/Å.

Values from the calculation:
LUMO in eV: 0.70
Highest occupied orbital energy in Ha: -0.376
Net charge: 0
ΔE to the lowest compared entry with this formula, charge and spin in eV: 3.1127
Frontier orbital gap in eV: 10.93

***

no.,E (hartree)
1,-2447.43579
2,-5115.79491
3,-768.02026
4,-707.99971